A molecular structure, C5H6N2O, computed with wB97M-V/def2-TZVPD.

Geometry as XYZ:
```
14
Properties=species:S:1:pos:R:3:forces:R:3:lowdin_charge:R:1
O -1.059416 1.883049 -0.212106 -3.056 -1.465 0.131 0.041
N -0.769848 -0.317457 0.427854 0.539 1.845 -0.683 0.106
N -3.879056 -0.934730 -0.180541 7.369 11.699 4.174 0.058
C 1.342859 -1.383793 -0.115394 3.922 2.850 -0.802 0.025
C 1.354254 1.016945 0.074565 2.361 1.728 0.453 -0.106
C 0.635099 -0.292789 0.190681 1.411 0.239 -1.740 -0.431
C -1.517404 0.786277 0.023876 0.389 0.650 1.442 -0.452
C -3.071638 0.313697 0.266584 -5.644 -10.785 -4.921 0.098
H 2.477369 0.603322 -0.468741 -3.344 2.047 1.974 0.133
H 1.529995 1.321977 1.348936 -0.285 -0.138 -4.089 0.154
H 0.979967 -2.267028 -0.269649 -3.054 -5.181 -0.131 -0.024
H 0.717203 1.956605 -0.648562 2.822 -3.321 2.699 0.166
H 2.478261 -1.570344 -0.527795 -2.686 1.778 1.459 0.133
H -1.217647 -1.115728 0.090297 -0.745 -1.947 0.035 0.098
```
Forces are in eV/Å.

Values from the calculation:
Electronic energy: -378.5263 Ha
HOMO: -9.37 eV
E_LUMO: -2.046 eV
Frontier orbital gap: 7.326 eV
F_max: 0.2809 hartree/bohr